Record 1
A cluster of 19 separate species, C88H192B7F28N12O12 in total. Source: the OMol25 dataset; level of theory: ωB97M-V/def2-TZVPD.

Summary:
2S+1: 1
HOMO energy: -15.758 eV
gap between HOMO and LUMO: 6.60 eV
total charge: +5
electronic energy: -7997.77880 Eh

CARTESIAN COORDINATES (ANGSTROEM)
C 4.475 -2.660 -1.410
C 3.964 -1.370 -2.194
C 4.934 -0.151 -2.149
O 6.154 -0.519 -2.633
C 6.951 0.557 -3.164
N 3.774 -1.635 -3.732
H 4.694 -1.540 -4.147
H 3.461 -2.584 -3.874
H 3.164 -0.972 -4.226
H 3.684 -3.232 -0.915
H 5.151 -2.238 -0.637
H 5.043 -3.379 -2.029
H 2.962 -1.108 -1.877
H 5.055 0.225 -1.090
H 4.453 0.756 -2.614
H 7.247 1.247 -2.377
H 6.383 1.103 -3.900
H 7.850 0.048 -3.586
C -1.613 7.877 -4.406
C -2.388 6.853 -3.562
C -3.189 7.530 -2.448
O -3.912 6.532 -1.801
C -4.751 6.940 -0.743
N -3.355 6.108 -4.491
H -2.815 5.845 -5.305
H -3.644 5.217 -4.043
H -4.112 6.760 -4.859
H -1.037 8.517 -3.763
H -2.343 8.515 -4.918
H -1.089 7.301 -5.189
H -1.817 6.047 -3.120
H -3.704 8.403 -2.811
H -2.387 7.933 -1.876
H -5.771 7.193 -1.094
H -4.302 7.748 -0.156
H -4.820 6.030 -0.042
C -1.134 -0.361 -7.715
C -0.203 0.883 -7.483
C -0.861 2.188 -8.013
O -0.068 3.337 -8.022
C 0.964 3.247 -8.956
N 0.271 1.022 -6.105
H 0.928 0.269 -5.887
H 0.753 1.918 -5.987
H -0.423 0.983 -5.371
H -1.206 -0.581 -8.738
H -2.110 -0.210 -7.299
H -0.697 -1.229 -7.262
H 0.708 0.664 -8.065
H -1.772 2.419 -7.426
H -1.171 1.956 -9.037
H 1.044 4.257 -9.391
H 0.760 2.554 -9.766
H 1.905 2.970 -8.399
C -17.230 3.535 1.840
C -16.766 4.426 0.689
C -16.571 3.620 -0.651
O -15.337 3.114 -0.705
C -14.300 4.010 -1.074
N -17.915 5.407 0.462
H -17.800 6.124 -0.257
H -18.791 4.929 0.268
H -18.036 6.005 1.253
H -18.227 3.205 1.699
H -17.261 3.947 2.913
H -16.496 2.719 1.888
H -15.847 4.917 0.937
H -16.815 4.253 -1.481
H -17.273 2.836 -0.663
H -14.559 4.315 -2.123
H -13.362 3.412 -1.044
H -14.218 4.906 -0.458
C -3.794 -1.548 -4.990
C -3.929 -2.028 -3.561
C -5.336 -1.743 -3.031
C -6.216 -2.986 -2.986
C -5.797 -3.847 -4.159
C -4.420 -4.463 -4.018
N -3.639 -3.497 -3.326
O -2.705 -3.855 -2.535
C -3.767 -4.698 -5.461
C -4.524 -5.762 -3.233
C -2.958 -1.308 -2.686
H -3.742 -0.442 -4.902
H -4.576 -1.805 -5.689
H -2.817 -1.900 -5.377
H -5.837 -0.929 -3.590
H -5.182 -1.325 -2.039
H -7.284 -2.789 -3.064
H -6.096 -3.399 -1.946
H -5.897 -3.224 -4.999
H -6.544 -4.598 -4.335
H -4.532 -5.143 -6.091
H -2.938 -5.398 -5.419
H -3.368 -3.890 -6.049
H -3.581 -6.336 -3.238
H -5.241 -6.402 -3.761
H -4.770 -5.554 -2.178
H -3.150 -1.690 -1.714
H -3.139 -0.248 -2.611
H -1.911 -1.501 -2.998
C 1.856 -7.570 4.792
C 2.746 -8.103 5.913
C 2.095 -7.716 7.277
C 2.463 -8.645 8.404
C 2.002 -9.974 8.034
C 2.811 -10.629 6.819
N 2.706 -9.600 5.758
O 2.490 -10.048 4.646
C 2.136 -12.013 6.395
C 4.357 -10.581 6.992
C 4.120 -7.620 5.687
H 1.649 -6.483 4.903
H 0.856 -8.022 4.876
H 2.290 -7.762 3.821
H 1.020 -7.654 7.035
H 2.405 -6.748 7.548
H 2.007 -8.357 9.329
H 3.511 -8.542 8.539
H 0.976 -9.907 7.579
H 1.964 -10.750 8.786
H 2.409 -12.301 5.372
H 1.056 -11.923 6.594
H 2.462 -12.731 7.136
H 4.820 -10.802 6.015
H 4.842 -11.302 7.726
H 4.709 -9.603 7.194
H 4.725 -7.742 6.587
H 4.124 -6.571 5.398
H 4.517 -8.179 4.742
C 10.191 -2.078 3.928
C 9.982 -1.613 2.462
C 9.104 -2.549 1.690
C 7.624 -2.555 2.052
C 7.060 -1.167 2.021
C 7.828 -0.059 2.776
N 9.289 -0.279 2.599
O 10.046 0.675 2.552
C 7.620 -0.124 4.296
C 7.479 1.347 2.391
C 11.348 -1.362 1.868
H 9.209 -2.326 4.303
H 10.544 -1.272 4.498
H 10.873 -2.910 3.906
H 9.408 -3.626 1.682
H 9.149 -2.464 0.589
H 7.485 -3.011 3.022
H 7.018 -3.257 1.424
H 6.015 -1.136 2.418
H 6.922 -0.878 0.989
H 6.759 0.470 4.611
H 8.444 0.364 4.846
H 7.433 -1.138 4.577
H 6.391 1.487 2.469
H 7.758 1.594 1.372
H 7.999 1.945 3.138
H 11.296 -0.819 0.888
H 11.705 -2.355 1.590
H 12.087 -0.847 2.520
C 2.239 -0.148 1.576
C 0.680 0.092 1.610
C 0.274 1.386 2.315
C 0.389 2.684 1.470
C -0.339 2.479 0.132
C 0.232 1.292 -0.725
N 0.139 0.020 0.191
O -0.235 -0.905 -0.251
C 1.699 1.513 -1.205
C -0.704 1.095 -1.877
C 0.012 -1.056 2.313
H 2.437 -0.470 2.582
H 2.739 0.828 1.404
H 2.445 -1.011 0.920
H 0.874 1.524 3.239
H -0.743 1.131 2.600
H 1.371 2.977 1.290
H -0.121 3.503 1.949
H -0.417 3.377 -0.526
H -1.369 2.190 0.233
H 2.414 1.716 -0.404
H 1.643 2.467 -1.748
H 1.919 0.677 -1.910
H -0.690 2.102 -2.297
H -1.757 0.873 -1.511
H -0.333 0.387 -2.678
H -1.084 -0.986 2.241
H 0.236 -0.998 3.345
H 0.428 -1.978 1.885
C 2.572 9.547 0.483
C 2.397 9.467 1.991
C 1.123 10.276 2.565
C 0.681 9.714 3.931
C 0.375 8.262 3.851
C 1.557 7.413 3.541
N 2.314 7.965 2.332
O 3.031 7.244 1.725
C 1.137 5.934 3.283
C 2.672 7.383 4.624
C 3.754 9.864 2.706
H 2.365 10.608 0.170
H 1.942 8.855 -0.071
H 3.583 9.393 0.108
H 0.306 10.330 1.866
H 1.577 11.269 2.691
H -0.203 10.241 4.347
H 1.527 9.766 4.630
H -0.458 8.026 3.188
H 0.029 7.903 4.769
H 1.966 5.297 2.961
H 0.253 5.971 2.617
H 0.841 5.475 4.259
H 2.181 6.810 5.396
H 2.968 8.371 4.885
H 3.549 6.839 4.233
H 3.955 10.911 2.431
H 4.544 9.192 2.288
H 3.692 9.934 3.768
C -6.289 -1.470 3.891
C -6.013 -2.646 4.790
C -7.060 -2.609 5.992
C -8.436 -3.106 5.631
C -8.353 -4.533 5.039
C -7.486 -4.545 3.769
N -6.169 -4.003 4.106
O -5.267 -4.706 4.040
C -8.245 -3.787 2.671
C -7.212 -5.968 3.275
C -4.649 -2.482 5.331
H -6.197 -0.554 4.393
H -7.319 -1.540 3.450
H -5.606 -1.469 3.108
H -7.123 -1.576 6.358
H -6.719 -3.050 6.923
H -8.989 -2.373 4.971
H -8.989 -3.229 6.526
H -9.316 -4.983 4.806
H -7.822 -5.130 5.784
H -8.904 -4.540 2.212
H -7.549 -3.358 1.986
H -8.805 -2.966 3.043
H -6.742 -6.597 4.054
H -6.573 -6.100 2.400
H -8.167 -6.397 3.101
H -4.680 -1.490 5.687
H -3.892 -2.419 4.516
H -4.416 -3.275 6.076
C 6.471 5.282 -2.589
C 5.698 6.616 -2.655
C 5.712 7.199 -4.069
C 5.191 6.200 -5.047
C 3.744 5.910 -4.681
C 3.387 5.496 -3.232
N 4.289 6.272 -2.329
O 3.815 6.700 -1.280
C 3.669 4.020 -2.918
C 1.930 5.934 -2.884
C 6.187 7.609 -1.626
H 6.176 4.715 -1.653
H 7.513 5.524 -2.468
H 6.346 4.652 -3.472
H 6.748 7.334 -4.392
H 5.156 8.112 -4.230
H 5.779 5.242 -5.109
H 5.235 6.636 -6.034
H 3.276 5.067 -5.237
H 3.167 6.836 -4.924
H 3.719 3.801 -1.881
H 4.415 3.530 -3.503
H 2.713 3.599 -3.206
H 1.311 5.505 -3.649
H 1.824 6.994 -2.946
H 1.524 5.558 -1.947
H 7.287 7.859 -1.661
H 5.946 7.099 -0.677
H 5.534 8.471 -1.562
C 0.352 -4.589 0.606
C 0.064 -6.072 0.762
C -0.988 -6.429 -0.338
C -0.434 -6.358 -1.732
C 0.678 -7.365 -1.932
C 1.829 -7.167 -1.049
N 1.224 -6.864 0.371
O 1.859 -7.410 1.245
C 2.670 -6.018 -1.441
C 2.674 -8.510 -0.974
C -0.438 -6.304 2.163
H 0.549 -4.310 -0.408
H 1.229 -4.346 1.208
H -0.541 -4.129 1.036
H -1.781 -5.732 -0.316
H -1.494 -7.401 -0.120
H -0.136 -5.331 -1.932
H -1.150 -6.622 -2.455
H 1.078 -7.299 -2.935
H 0.237 -8.364 -1.839
H 3.047 -6.176 -2.479
H 3.605 -5.832 -0.858
H 2.149 -5.053 -1.419
H 2.777 -8.896 -2.033
H 2.083 -9.218 -0.389
H 3.649 -8.276 -0.552
H -0.789 -7.411 2.099
H -1.341 -5.761 2.244
H 0.286 -6.046 2.940
B 3.500 -4.378 2.728
F 2.913 -3.113 2.792
F 4.585 -4.556 3.605
F 2.501 -5.296 3.085
F 3.966 -4.566 1.376
B -3.543 -3.069 0.737
F -4.561 -3.156 -0.191
F -4.048 -2.914 2.053
F -2.908 -4.275 0.675
F -2.752 -1.899 0.444
B 5.141 3.317 0.739
F 4.788 4.593 0.313
F 6.415 2.999 0.152
F 5.143 3.223 2.122
F 4.197 2.381 0.300
B 3.519 0.993 -5.735
F 4.754 0.447 -5.361
F 2.947 0.255 -6.701
F 2.677 0.753 -4.506
F 3.459 2.318 -6.045
B 0.448 -2.803 -3.606
F 1.721 -3.314 -3.942
F -0.576 -3.468 -4.278
F 0.278 -2.917 -2.200
F 0.326 -1.375 -3.970
B -0.140 6.641 0.048
F -1.285 5.963 0.426
F -0.224 6.976 -1.312
F 0.000 7.829 0.817
F 0.989 5.866 0.259
B -1.666 3.254 -4.577
F -1.819 3.643 -3.235
F -0.354 3.494 -4.881
F -1.959 1.875 -4.723
F -2.496 3.944 -5.457

***

Record 2
A structure of composition C6H18N6O8Zn. Source: the OMol25 dataset; level of theory: ωB97M-V/def2-TZVPD.

Summary:
ΔE to the lowest compared entry with this formula, charge and spin: 73.6 kJ/mol
2S+1: 1
HOMO energy: -4.714 eV
gap between HOMO and LUMO: 4.24 eV
electronic energy: -2949.28591 Eh

CARTESIAN COORDINATES (ANGSTROEM)
Zn -14.496 -6.145 9.513
C -11.722 -5.294 11.000
O -11.024 -4.206 10.841
O -12.709 -5.549 10.208
O -11.559 -5.839 12.136
C -14.391 -2.943 9.252
O -14.849 -4.097 9.197
N -13.161 -2.730 9.662
N -15.172 -1.812 9.116
H -12.838 -1.780 9.740
H -12.451 -3.447 9.876
H -14.503 -1.109 8.839
H -16.094 -1.781 8.722
C -13.343 -5.556 6.718
O -13.801 -6.230 7.633
N -13.698 -5.692 5.414
N -12.403 -4.639 6.947
H -14.315 -6.442 5.163
H -13.189 -5.129 4.759
H -12.110 -4.422 7.893
H -11.938 -4.104 6.235
C -17.477 -6.787 8.589
O -16.236 -6.658 8.589
N -18.198 -6.682 9.698
N -18.142 -6.920 7.433
H -19.162 -6.848 9.467
H -17.752 -6.516 10.577
H -17.636 -7.001 6.571
H -19.122 -7.089 7.574
C -15.592 -7.768 11.687
C -14.297 -8.451 11.304
O -13.871 -8.059 9.957
O -15.411 -6.363 11.409
H -15.819 -7.869 12.749
H -16.427 -8.181 11.115
H -14.256 -9.534 11.405
H -13.502 -8.055 11.946
H -13.268 -8.759 9.696
H -16.165 -5.965 11.854

***

Record 3
The ion C10H16FN2Si with charge +1. Source: the OMol25 dataset; level of theory: ωB97M-V/def2-TZVPD.

Summary:
ΔE to the lowest compared entry with this formula, charge and spin: 0.0 kJ/mol
2S+1: 1
HOMO energy: -12.163 eV
gap between HOMO and LUMO: 7.14 eV
total charge: +1
electronic energy: -889.20653 Eh

CARTESIAN COORDINATES (ANGSTROEM)
C -3.299 -1.074 -0.684
Si -2.080 0.205 0.015
C -1.510 -0.157 1.795
C -2.534 2.011 -0.335
C -0.420 -0.136 -1.066
C 0.559 0.638 -0.881
C 1.323 1.699 -0.540
F 1.137 2.810 -1.304
C 2.198 1.861 0.532
C 2.692 0.928 1.430
C 2.775 -0.448 1.282
N 2.319 -1.169 0.294
C 2.651 -1.767 -0.771
N 1.844 -2.596 -1.428
H -4.292 -0.899 -0.281
H -3.379 -1.016 -1.767
H -3.025 -2.093 -0.422
H -0.507 0.217 1.982
H -2.174 0.318 2.512
H -1.514 -1.222 2.013
H -1.744 2.691 -0.029
H -2.717 2.181 -1.393
H -3.436 2.294 0.199
H -0.503 -0.963 -1.741
H 2.494 2.890 0.691
H 3.170 1.325 2.314
H 3.223 -1.005 2.102
H 3.625 -1.592 -1.231
H 0.964 -2.872 -1.023
H 2.160 -3.058 -2.262

***

Record 4
A cluster of 2 separate species, C3H5ClN2 in total. Source: the OMol25 dataset; level of theory: ωB97M-V/def2-TZVPD.

Summary:
ΔE to the lowest compared entry with this formula, charge and spin: 431.5 kJ/mol
2S+1: 1
HOMO energy: -9.376 eV
gap between HOMO and LUMO: 8.94 eV
electronic energy: -686.83159 Eh

CARTESIAN COORDINATES (ANGSTROEM)
C 0.523 -0.263 0.018
C -0.941 0.473 0.026
C -0.918 1.824 -0.059
H 1.518 -2.235 0.701
H -0.455 -2.400 -0.430
H 2.300 -0.402 -0.079
H -1.720 2.579 -0.303
H 0.008 2.267 -0.058
N 0.418 -1.652 -0.208
N 1.551 0.461 0.254
Cl -2.283 -0.652 0.139